1.
{"formula": "C17H22N4O4S", "method": "the ωB97M-V functional and the def2-TZVPD basis", "orbital_gap_ev": 8.60, "homo_energy_ev": -8.10, "smiles": "COc1ccc(CC(=O)Nc2cn([C@H]3C[C@H](NS(C)(=O)=O)C3)cn2)cc1", "species": ["C", "O", "C", "C", "C", "C", "C", "C", "O", "N", "C", "C", "N", "C", "C", "C", "N", "S", "C", "O", "O", "C", "C", "N", "C", "C", "H", "H", "H", "H", "H", "H", "H", "H", "H", "H", "H", "H", "H", "H", "H", "H", "H", "H", "H", "H", "H", "H"], "positions_angstrom": [[-3.179, -7.791, -0.953], [-3.732, -6.817, -1.828], [-3.654, -5.602, -1.172], [-4.610, -5.266, -0.190], [-4.531, -3.938, 0.419], [-3.586, -2.967, -0.047], [-3.677, -1.598, 0.496], [-2.426, -0.677, 0.451], [-2.127, -0.120, -0.614], [-1.728, -0.269, 1.562], [-0.513, 0.321, 1.607], [0.281, 1.011, 0.716], [1.430, 1.389, 1.419], [2.508, 2.262, 1.011], [2.421, 3.675, 1.471], [2.887, 4.015, -0.015], [4.305, 4.461, -0.257], [4.800, 4.921, -1.794], [4.535, 6.667, -1.486], [3.961, 4.251, -2.770], [6.206, 4.543, -1.829], [2.584, 2.639, -0.538], [1.252, 0.790, 2.668], [0.090, 0.233, 2.852], [-2.645, -3.395, -0.995], [-2.682, -4.686, -1.500], [-3.872, -8.397, -0.473], [-2.428, -8.337, -1.491], [-2.546, -7.359, -0.139], [-5.387, -5.834, 0.103], [-5.074, -3.630, 1.268], [-3.972, -1.581, 1.504], [-4.478, -1.070, 0.021], [-1.873, -0.815, 2.411], [-0.095, 1.291, -0.335], [3.445, 1.856, 1.366], [1.453, 4.129, 1.744], [3.129, 3.904, 2.213], [2.129, 4.703, -0.519], [4.917, 3.806, 0.124], [4.808, 7.314, -2.292], [5.180, 6.962, -0.614], [3.439, 6.826, -1.204], [3.295, 1.983, -1.096], [1.579, 2.634, -1.142], [1.951, 1.117, 3.478], [-1.899, -2.744, -1.394], [-1.872, -4.812, -2.217]], "forces_ev_per_a": [[2.572, 0.955, 0.135], [0.346, 0.340, 1.017], [-1.593, 0.478, 0.336], [3.165, 4.823, -0.153], [2.166, -1.158, -2.501], [-0.175, -2.407, -0.079], [1.583, 1.381, 0.550], [0.228, 1.811, -2.401], [-0.212, -0.963, 0.582], [-2.689, -2.742, 0.475], [2.303, 1.151, 0.494], [-1.665, 0.506, -1.627], [-1.543, -2.191, 0.868], [-1.665, -1.806, -1.031], [0.226, 1.521, -2.035], [-0.195, 2.742, -1.624], [-2.538, 1.128, 0.121], [0.653, -2.576, 1.050], [-0.768, 0.546, 1.054], [0.027, 1.698, 0.397], [-1.013, 1.303, 0.033], [-1.651, -2.296, 0.452], [1.451, 2.563, 0.477], [0.531, -0.139, -0.993], [-1.245, -0.033, 0.780], [1.017, 0.943, -0.596], [-1.594, -1.205, 0.490], [-0.052, -0.803, -0.585], [-0.701, 0.214, -0.496], [-2.297, -2.360, 0.803], [-1.205, -0.098, 0.678], [-0.543, -0.538, 1.671], [-0.220, 0.573, -0.707], [-0.119, 0.272, -0.206], [1.319, -0.433, 1.946], [0.261, -0.383, -0.174], [0.315, -0.540, -0.383], [0.897, 0.492, 1.072], [1.498, -0.213, 0.704], [1.526, -1.187, 0.509], [0.022, 0.059, -0.822], [-0.668, -0.680, -0.806], [1.509, -0.376, -0.466], [-0.288, 1.099, 0.339], [1.810, -0.212, 1.464], [-0.598, -0.842, -0.755], [0.305, 0.523, 0.013], [-0.488, -0.940, -0.070]], "nbo_charge": [-0.257, -0.514, 0.278, -0.245, -0.180, -0.028, -0.504, 0.684, -0.628, -0.594, 0.239, -0.138, -0.362, -0.016, -0.430, -0.046, -0.889, 2.270, -0.871, -0.920, -0.931, -0.431, 0.190, -0.478, -0.196, -0.245, 0.178, 0.188, 0.180, 0.213, 0.202, 0.213, 0.248, 0.409, 0.266, 0.210, 0.233, 0.213, 0.216, 0.394, 0.247, 0.267, 0.253, 0.241, 0.233, 0.189, 0.227, 0.225]}

---

2.
{"formula": "C17H22NO2", "method": "the ωB97M-V functional and the def2-TZVPD basis", "orbital_gap_ev": 9.18, "homo_energy_ev": -11.66, "charge": 1, "smiles": "C[NH2+]CC[C@@H](Oc1ccccc1OC)c1ccccc1", "species": ["C", "N", "C", "C", "C", "O", "C", "C", "C", "C", "C", "C", "O", "C", "C", "C", "C", "C", "C", "C", "H", "H", "H", "H", "H", "H", "H", "H", "H", "H", "H", "H", "H", "H", "H", "H", "H", "H", "H", "H", "H", "H"], "positions_angstrom": [[-2.443, -1.037, 2.123], [-1.935, -1.334, 0.776], [-2.467, -0.446, -0.295], [-1.598, 0.801, -0.400], [-0.157, 0.446, -0.828], [0.422, -0.440, 0.148], [1.530, 0.053, 0.844], [2.800, -0.252, 0.391], [3.909, 0.195, 1.087], [3.735, 0.950, 2.231], [2.465, 1.265, 2.689], [1.343, 0.823, 2.001], [0.044, 1.079, 2.363], [-0.171, 1.903, 3.493], [-0.142, -0.193, -2.201], [-0.319, 0.612, -3.321], [-0.337, 0.052, -4.585], [-0.175, -1.315, -4.743], [0.010, -2.119, -3.633], [0.022, -1.561, -2.365], [-2.158, -0.025, 2.399], [-2.009, -1.727, 2.843], [-3.528, -1.129, 2.152], [-0.881, -1.151, 0.742], [-2.119, -2.313, 0.549], [-3.504, -0.186, -0.073], [-2.434, -0.984, -1.244], [-2.026, 1.473, -1.142], [-1.563, 1.323, 0.556], [0.431, 1.371, -0.860], [2.901, -0.840, -0.508], [4.899, -0.044, 0.734], [4.592, 1.305, 2.781], [2.362, 1.856, 3.583], [0.207, 1.435, 4.404], [0.292, 2.884, 3.364], [-1.251, 2.028, 3.574], [-0.432, 1.679, -3.201], [-0.470, 0.685, -5.448], [-0.184, -1.750, -5.730], [0.148, -3.183, -3.750], [0.191, -2.190, -1.503]], "forces_ev_per_a": [[-0.283, 0.162, 0.659], [0.515, -0.272, -0.085], [-0.305, 0.583, -0.560], [0.284, -0.262, 0.158], [-0.268, 0.512, -0.413], [0.171, 0.146, 0.203], [0.115, 0.071, 0.108], [-0.310, -0.003, 0.029], [0.064, 0.057, 0.041], [0.062, -0.056, -0.085], [-0.246, 0.057, 0.073], [-0.154, -0.136, -0.184], [0.299, -0.273, -0.360], [-0.020, 0.165, 0.250], [0.199, -0.036, 0.153], [-0.019, -0.062, 0.113], [-0.036, 0.042, -0.040], [0.011, -0.042, -0.035], [-0.051, -0.072, -0.060], [0.025, 0.069, 0.103], [0.035, -0.037, -0.104], [0.060, -0.018, -0.076], [0.041, -0.043, -0.136], [-0.474, -0.383, 0.139], [0.093, 0.170, 0.000], [0.072, -0.149, 0.058], [-0.039, -0.093, 0.162], [-0.047, -0.026, -0.015], [-0.015, 0.069, -0.031], [-0.028, -0.151, 0.095], [-0.005, -0.088, -0.102], [0.103, -0.025, -0.035], [0.081, 0.032, 0.057], [-0.049, 0.060, 0.093], [0.001, 0.025, -0.023], [-0.013, -0.031, 0.003], [0.064, 0.015, 0.023], [-0.003, 0.163, -0.011], [-0.005, 0.062, -0.091], [0.005, -0.039, -0.100], [0.015, -0.098, -0.026], [0.055, -0.063, 0.053]], "nbo_charge": [-0.424, -0.536, -0.234, -0.446, 0.083, -0.583, 0.284, -0.230, -0.218, -0.176, -0.276, 0.236, -0.528, -0.257, -0.090, -0.209, -0.187, -0.198, -0.212, -0.184, 0.236, 0.235, 0.224, 0.479, 0.428, 0.227, 0.241, 0.251, 0.236, 0.223, 0.233, 0.232, 0.230, 0.230, 0.191, 0.195, 0.197, 0.215, 0.228, 0.228, 0.224, 0.204]}

---

3.
{"formula": "C17H22NO6", "method": "the ωB97M-V functional and the def2-TZVPD basis", "orbital_gap_ev": 6.06, "homo_energy_ev": -3.39, "charge": -1, "species": ["C", "C", "O", "C", "C", "C", "C", "O", "O", "C", "C", "O", "H", "H", "H", "H", "H", "H", "H", "H", "H", "H", "H", "H", "H", "C", "C", "C", "C", "C", "C", "C", "N", "O", "O", "C", "C", "H", "H", "H", "H", "H", "H", "H", "H", "H"], "positions_angstrom": [[-3.458, -1.288, -1.554], [-2.018, -1.705, -1.662], [-1.187, -0.535, -1.453], [0.137, -0.833, -1.387], [0.912, 0.441, -1.278], [0.221, 1.689, -1.655], [2.360, 0.359, -1.621], [3.036, 1.288, -2.002], [2.836, -0.895, -1.448], [4.254, -1.070, -1.631], [4.438, -2.543, -1.823], [0.524, -1.985, -1.402], [-4.089, -2.168, -1.691], [-3.680, -0.866, -0.570], [-3.711, -0.561, -2.327], [-1.765, -2.466, -0.910], [-1.790, -2.107, -2.661], [0.996, 2.455, -1.719], [-0.312, 1.660, -2.620], [-0.472, 1.935, -0.849], [4.593, -0.490, -2.497], [4.758, -0.735, -0.722], [5.493, -2.789, -1.773], [3.897, -3.089, -1.042], [4.046, -2.837, -2.796], [-4.459, 1.521, 2.966], [-3.049, 1.329, 2.500], [-2.357, 2.407, 1.936], [-1.061, 2.248, 1.470], [-0.402, 0.992, 1.545], [0.962, 0.850, 1.022], [1.777, -0.215, 1.402], [3.132, -0.083, 1.227], [3.940, -1.045, 1.372], [3.531, 1.063, 0.860], [-1.097, -0.073, 2.152], [-2.405, 0.091, 2.603], [-4.875, 0.585, 3.350], [-4.529, 2.280, 3.761], [-5.098, 1.869, 2.140], [-2.851, 3.377, 1.859], [-0.517, 3.093, 1.037], [1.479, 1.798, 0.814], [1.397, -1.168, 1.770], [-0.592, -1.034, 2.263], [-2.943, -0.748, 3.045]], "forces_ev_per_a": [[-0.139, 0.045, -0.011], [0.508, 0.349, 0.196], [-1.212, -0.847, -0.172], [1.279, 1.320, 0.358], [0.263, -1.731, -0.235], [-0.016, 0.694, -0.169], [-1.158, -0.288, 0.420], [0.238, 0.250, -0.443], [0.594, 0.658, -0.107], [-0.396, 0.289, 0.106], [-0.137, -0.313, -0.074], [-0.322, 0.059, 0.117], [-0.087, -0.023, -0.030], [0.077, 0.050, -0.082], [-0.040, 0.058, 0.076], [-0.015, 0.177, -0.287], [-0.047, -0.040, 0.301], [-0.171, 0.169, 0.005], [0.043, -0.033, 0.274], [-0.313, 0.331, -0.495], [-0.054, -0.036, 0.225], [-0.014, 0.179, -0.131], [0.247, -0.164, -0.009], [0.154, 0.081, -0.115], [-0.020, -0.173, 0.001], [-0.407, 0.119, 0.072], [0.345, 0.046, -0.200], [0.057, -0.234, 0.081], [0.513, -0.545, -0.055], [-0.957, 0.102, -0.088], [1.050, -0.450, -0.018], [-0.485, -0.121, 0.893], [1.026, 0.644, -0.510], [-1.068, 0.850, 0.326], [0.313, -1.333, 0.467], [0.068, 0.252, -0.283], [0.150, 0.297, -0.054], [-0.010, 0.129, -0.026], [0.058, -0.221, -0.177], [0.131, -0.129, 0.215], [0.132, -0.207, 0.022], [-0.229, -0.287, 0.151], [-0.287, -0.627, -0.114], [0.479, 0.286, -0.284], [-0.285, 0.243, -0.077], [0.146, 0.122, -0.060]], "nbo_charge": [-0.622, -0.068, -0.545, 0.760, -0.326, -0.631, 0.780, -0.664, -0.515, -0.083, -0.617, -0.642, 0.198, 0.212, 0.204, 0.191, 0.176, 0.231, 0.192, 0.201, 0.182, 0.213, 0.192, 0.226, 0.195, -0.625, -0.030, -0.228, -0.194, 0.015, -0.109, -0.236, 0.461, -0.507, -0.503, -0.201, -0.216, 0.209, 0.212, 0.214, 0.202, 0.218, 0.255, 0.205, 0.217, 0.201]}

---

4.
{"formula": "C17H23AsI2N2O5PbS", "method": "the ωB97M-V functional and the def2-TZVPD basis", "orbital_gap_ev": [6.03, 6.22], "homo_energy_ev": [-14.11, -14.59], "charge": 2, "species": ["Pb", "I", "C", "C", "C", "I", "C", "O", "C", "C", "N", "C", "C", "C", "C", "C", "C", "N", "C", "H", "H", "H", "H", "H", "H", "H", "H", "H", "H", "H", "C", "S", "O", "O", "O", "H", "H", "H", "C", "As", "C", "C", "O", "H", "H", "H", "H", "H", "H", "H", "H", "H"], "positions_angstrom": [[-0.921, 0.326, 0.594], [2.508, -0.657, -6.173], [1.204, -0.577, -4.597], [0.691, -1.767, -4.054], [-0.210, -1.680, -3.030], [-1.021, -3.330, -2.137], [-0.682, -0.406, -2.525], [-1.611, -0.331, -1.704], [-0.021, 0.790, -3.015], [-0.374, 2.098, -2.363], [-0.012, 2.096, -0.921], [-0.184, 3.421, -0.293], [-1.486, 3.584, 0.455], [-2.088, 4.826, 0.575], [-3.202, 4.957, 1.388], [-3.691, 3.843, 2.054], [-3.059, 2.633, 1.856], [-1.984, 2.507, 1.067], [0.862, 0.689, -4.042], [1.002, -2.726, -4.447], [-1.449, 2.269, -2.451], [0.146, 2.909, -2.876], [0.960, 1.807, -0.828], [-0.088, 4.219, -1.032], [0.617, 3.550, 0.437], [-1.685, 5.678, 0.043], [-3.682, 5.920, 1.502], [-4.547, 3.910, 2.710], [-3.418, 1.731, 2.336], [1.323, 1.578, -4.456], [3.435, 0.726, 1.924], [1.822, 0.113, 1.607], [1.679, -1.166, 2.267], [0.841, 1.122, 2.102], [1.627, 0.027, 0.137], [3.506, 0.929, 2.990], [3.584, 1.636, 1.347], [4.148, -0.040, 1.627], [2.188, -4.100, 1.099], [0.341, -3.637, 1.249], [-0.559, -5.309, 0.939], [-0.312, -3.092, 2.958], [-0.234, -2.568, 0.043], [2.377, -4.913, 1.799], [2.823, -3.246, 1.322], [2.345, -4.445, 0.079], [-0.325, -6.006, 1.742], [-0.227, -5.736, -0.006], [-1.635, -5.141, 0.910], [-0.013, -3.841, 3.690], [-1.397, -3.063, 2.877], [0.090, -2.117, 3.224]], "forces_ev_per_a": [[-0.362, 0.042, 0.205], [-0.071, -0.012, 0.073], [0.118, 0.039, -0.110], [0.059, 0.018, 0.048], [-0.057, -0.075, -0.003], [-0.079, -0.159, -0.036], [0.018, 0.153, -0.086], [-0.072, -0.069, 0.017], [0.114, 0.074, 0.000], [-0.111, -0.136, 0.107], [-0.037, 0.014, -0.081], [0.022, -0.025, 0.071], [-0.115, -0.005, -0.063], [0.015, 0.029, -0.019], [0.003, 0.006, 0.004], [-0.018, 0.026, 0.022], [0.000, -0.025, -0.089], [0.096, 0.069, -0.006], [-0.004, -0.063, 0.032], [0.037, 0.023, -0.006], [0.001, 0.042, 0.054], [-0.019, 0.024, -0.010], [0.011, 0.042, -0.043], [0.042, 0.002, -0.007], [0.032, -0.016, -0.017], [0.010, -0.007, 0.032], [-0.001, -0.009, 0.000], [-0.006, -0.014, -0.018], [0.002, 0.008, -0.004], [0.021, -0.008, 0.019], [-0.015, 0.098, -0.019], [0.043, 0.340, -0.134], [0.248, 0.013, -0.114], [0.189, -0.158, -0.125], [0.142, -0.103, 0.149], [0.023, -0.027, -0.009], [0.004, -0.010, 0.036], [-0.005, 0.015, 0.007], [0.047, 0.361, 0.047], [-0.385, -0.782, 0.022], [0.019, 0.039, -0.062], [0.073, 0.240, 0.072], [0.097, 0.416, -0.038], [0.022, -0.011, 0.001], [-0.045, -0.032, -0.003], [0.037, -0.026, -0.007], [-0.004, -0.004, 0.001], [0.020, -0.035, 0.005], [-0.008, 0.001, 0.032], [-0.020, -0.030, 0.011], [-0.056, -0.077, 0.025], [-0.076, -0.217, 0.016]], "nbo_charge": [1.533, 0.397, -0.117, -0.239, -0.261, 0.803, 0.495, -0.634, -0.065, -0.253, -0.685, -0.270, 0.216, -0.228, -0.107, -0.230, 0.063, -0.566, -0.192, 0.261, 0.237, 0.217, 0.427, 0.220, 0.250, 0.241, 0.248, 0.252, 0.211, 0.250, -0.883, 2.381, -1.003, -1.037, -1.046, 0.273, 0.254, 0.263, -0.975, 1.966, -1.004, -0.976, -1.069, 0.266, 0.279, 0.257, 0.268, 0.248, 0.255, 0.268, 0.252, 0.292]}

---

Number 1: electronic energy -42967.9770 eV. Number 2: electronic energy -23564.7573 eV. Number 3: electronic energy -31759.0545 eV. Number 4: electronic energy -124327.6148 eV.